1.
The following is a quantum chemistry calculation of 12 unconnected molecules or ions with the total composition C35H75N5O26, from OMol25.

Results
HOMO-LUMO gap (spin up / spin down)	8.01 / 3.15	eV
HOMO energy (spin up / spin down)	-0.4107 / -0.4107	Eh
LUMO level (spin up / spin down)	-3.160 / -8.025	eV
<S²>	0.755

The geometry in ORCA input format:
```
! RIJCOSX wB97M-V def2-TZVPD def2/J DEFGRID3
* xyz 1 2
C -22.58033 21.16796 26.03888
O -21.85625 22.11876 26.83021
C -20.67440 21.74039 27.37543
O -20.32586 20.54090 27.49307
O -20.06505 22.82968 27.84070
C -18.96635 22.81338 28.76373
H -22.67032 20.18653 26.50449
H -21.96870 21.07113 25.14187
H -23.53946 21.61710 25.78109
H -18.41050 21.92544 28.46260
H -19.22727 22.86097 29.82097
H -18.30358 23.65644 28.56856
C -24.39440 23.38052 15.99075
O -24.75086 22.37042 15.06739
C -25.78829 21.59425 15.18161
O -26.55907 21.52307 16.16696
O -25.83548 20.80499 14.05770
C -26.91193 19.94648 13.94506
H -23.37735 23.70119 15.76517
H -24.58298 23.03015 17.00552
H -25.05878 24.23339 15.85180
H -26.82008 19.11906 14.64866
H -26.91468 19.66434 12.89222
H -27.92064 20.32890 14.10112
C -26.94501 27.24787 17.94543
O -25.67761 27.06901 18.63163
C -25.63733 26.71475 19.91803
O -26.63626 26.48816 20.61912
O -24.34833 26.55237 20.23893
C -23.97850 26.36601 21.56936
H -26.88791 28.14494 17.32891
H -27.83830 27.37144 18.55770
H -27.07149 26.41808 17.25005
H -24.34623 25.51118 22.13693
H -24.35137 27.24570 22.09396
H -22.88948 26.35026 21.61302
C -18.47124 20.97909 24.23412
O -17.68773 21.92662 24.98179
C -17.05043 22.88088 24.20685
O -17.24982 23.12367 22.99962
O -16.26965 23.57743 25.06984
C -15.35568 24.52834 24.52975
H -19.03433 21.37431 23.38864
H -19.17199 20.50936 24.92434
H -17.81047 20.23917 23.78245
H -14.38749 24.07264 24.32227
H -15.17576 25.34100 25.23353
H -15.60400 25.01243 23.58524
C -28.46163 23.17794 28.13402
O -27.73392 23.95275 27.21019
C -27.23724 23.40292 26.16880
O -27.14763 22.17911 25.98365
O -26.55255 24.37043 25.45539
C -25.78339 23.89706 24.33166
H -28.72440 23.84453 28.95542
H -27.87959 22.37783 28.59135
H -29.35108 22.87811 27.57987
H -26.45944 23.61829 23.52336
H -25.10011 23.09676 24.61580
H -25.15682 24.67512 23.89563
C -25.90379 14.66999 20.44426
O -25.76508 16.08517 20.43876
C -26.55594 16.88267 21.09412
O -27.57874 16.55951 21.73178
O -26.14513 18.15837 20.89258
C -27.00524 19.23501 21.29587
H -26.72650 14.42681 19.77187
H -25.96228 14.22168 21.43608
H -25.05850 14.38572 19.81754
H -27.29423 19.07197 22.33414
H -27.80622 19.32150 20.56167
H -26.53812 20.21955 21.27164
C -24.07476 26.86154 27.96943
O -22.99419 26.08485 27.49110
C -22.79205 25.94689 26.17268
O -23.48830 26.38175 25.20253
O -21.81587 24.98666 26.03400
C -21.46760 24.50586 24.78571
H -23.76847 27.88552 27.75551
H -24.07088 26.67001 29.04246
H -25.04474 26.63576 27.52642
H -21.03827 25.29924 24.17389
H -22.20981 23.98020 24.18496
H -20.80547 23.64778 24.90143
C -24.79634 19.52889 18.33538
C -23.58976 20.00281 17.52416
O -22.90017 20.97077 17.97219
N -23.20985 19.32403 16.43742
C -22.28085 19.88425 15.43995
H -25.54592 19.10655 17.66615
H -25.28342 20.33682 18.88137
H -24.46370 18.73432 19.00329
H -23.72168 18.46510 16.29469
H -22.48737 20.95362 15.39632
H -22.37231 19.49709 14.42514
H -21.26195 19.60671 15.70999
C -24.70150 22.73328 20.75638
C -23.50053 22.44136 21.59300
O -23.46633 22.74774 22.77272
N -22.55963 21.71401 20.96516
C -21.30767 21.39168 21.62570
H -24.55804 23.06071 19.72667
H -25.20358 23.43331 21.42419
H -25.40890 21.90927 20.66318
H -22.59377 21.59964 19.96223
H -21.44195 20.58843 22.35017
H -20.87173 22.25374 22.13057
H -20.55226 21.11816 20.88906
C -22.33977 17.39855 22.75444
C -21.03575 16.64313 22.93744
O -20.30367 16.42145 21.93316
N -20.70734 16.22666 24.14787
C -19.36957 15.70735 24.48395
H -22.23511 18.29217 22.13913
H -22.66649 17.74418 23.73520
H -23.08020 16.78334 22.24320
H -21.37016 16.27040 24.90870
H -18.91611 16.41228 25.18076
H -18.72533 15.66566 23.60570
H -19.28648 14.74044 24.98022
C -18.91840 24.25358 20.63301
C -20.16095 24.85388 20.02226
O -20.72249 25.73914 20.66115
N -20.78552 24.28817 18.99700
C -21.99164 24.66013 18.26903
H -18.95253 23.17109 20.50993
H -18.87468 24.53432 21.68533
H -17.99879 24.64688 20.19975
H -20.43096 23.40935 18.64763
H -21.95353 25.63270 17.77837
H -22.92813 24.79106 18.81120
H -21.94975 24.06555 17.35644
O -16.71430 19.53660 21.44954
C -17.60606 18.70402 21.49253
N -17.81460 17.98613 22.59023
C -18.41865 18.49471 20.20951
H -18.63248 17.39447 22.62358
H -17.07320 18.11922 23.26307
H -18.09704 19.15443 19.40362
H -19.49164 18.59301 20.37421
H -18.23181 17.48619 19.84061
*
```

***

2.
The following is a quantum chemistry calculation of a molecular structure, CrI, from OMol25.

Results
HOMO-LUMO gap (spin up / spin down)	7.00 / 9.75	eV
HOMO energy (spin up / spin down)	-0.5396 / -0.5942	Eh
LUMO level (spin up / spin down)	-7.685 / -6.416	eV
<S²>	6.156

The geometry in ORCA input format:
```
! RIJCOSX wB97M-V def2-TZVPD def2/J DEFGRID3
* xyz 1 5
Cr 0.28681 0.41469 0.88897
I -0.28681 -0.41469 -0.88897
*
```

***

3.
The following is a quantum chemistry calculation of 7 unconnected molecules or ions with the total composition C40H57Cl12FN3O7, from OMol25.

Results
HOMO-LUMO gap	5.55	eV
HOMO energy	-0.1688	Eh
LUMO level	0.956	eV

The geometry in ORCA input format:
```
! RIJCOSX wB97M-V def2-TZVPD def2/J DEFGRID3
* xyz -1 1
C 6.54260 -1.87122 1.46024
C 6.39440 -0.46250 0.64530
O 6.92506 0.56629 1.51292
C 6.00032 1.69949 1.61522
C 5.85223 2.30207 0.12821
C 7.09471 2.80849 -0.71236
C 8.55292 2.76419 -0.04120
C 8.55966 3.84962 1.17932
C 9.20046 3.25224 2.51906
F 9.42543 4.38276 3.42317
C 6.93656 3.37169 -2.17199
C 8.19919 3.92302 -3.00876
O 8.94933 3.12937 -3.68270
O 8.56257 5.26924 -3.00547
C 5.52459 3.46181 -2.87823
C 5.34908 4.05568 -4.35546
C 5.83609 2.88929 -5.39247
C 5.46693 1.40858 -4.84868
N 4.09700 0.87195 -4.81737
O 6.39272 0.63617 -4.45586
C 4.32421 2.96572 -2.04546
C 4.47924 2.41818 -0.56634
C 3.00338 2.05149 -0.02797
O 2.66937 1.45715 1.03553
N 2.18291 2.54624 -1.12450
C 0.75070 2.86043 -0.86285
C 0.30910 4.36700 -1.19901
C -1.19335 4.28983 -1.82809
N -2.17229 4.23778 -0.69505
C -3.55072 3.87642 -1.14739
C -4.05282 2.71922 -0.13020
C -4.58076 3.13192 1.28798
C -5.07297 1.98353 2.23272
C -5.03220 0.48322 1.84197
C -4.50952 0.06765 0.41620
C -4.03498 1.22436 -0.54822
O -3.57023 0.93230 -1.87939
C 2.75439 2.88158 -2.42419
O 2.21554 3.03022 -3.54712
H 7.48372 -1.75799 2.09650
H 5.63317 -1.98176 2.15850
H 6.57991 -2.77873 0.75983
H 6.97809 -0.58517 -0.34119
H 5.27468 -0.35799 0.41941
H 6.39017 2.48804 2.33885
H 4.98456 1.25580 1.90750
H 8.83720 1.71531 0.30646
H 9.36880 3.13014 -0.76792
H 7.48696 4.17499 1.39303
H 9.13250 4.81260 0.89756
H 10.17912 2.69136 2.32152
H 8.46771 2.55658 3.08091
H 6.06802 4.95998 -4.42184
H 4.25693 4.35133 -4.49956
H 5.36538 3.03125 -6.43686
H 6.98929 2.93804 -5.42971
H 3.44236 1.57205 -5.20370
H 3.83152 0.73236 -3.83239
H 0.04335 2.08615 -1.34716
H 0.59664 2.72375 0.27740
H 0.23526 5.06217 -0.29775
H 0.94146 4.89470 -1.98818
H -1.30822 3.41543 -2.55923
H -1.45253 5.24409 -2.43091
H -1.85811 3.43956 -0.11513
H -3.63330 3.55234 -2.23892
H -4.26349 4.75656 -0.98724
H -4.64406 4.21928 1.63422
H -5.48170 2.26796 3.27308
H -5.40061 -0.33578 2.56197
H -4.49316 -1.05360 0.12267
H -4.16036 0.24357 -2.27756
Cl -4.26171 -3.21593 -1.87993
C -3.33686 -4.41364 -0.94048
C -3.86372 -4.56511 0.47174
Cl -3.56762 -3.11152 1.45863
H -2.28748 -4.11285 -0.94743
H -3.42125 -5.36477 -1.47049
H -3.35716 -5.39392 0.97011
H -4.93473 -4.76659 0.48025
Cl -7.97161 -3.02702 -3.13569
C -8.92755 -4.12761 -2.11139
C -8.15730 -4.58930 -0.89167
Cl -6.80700 -5.67091 -1.31864
H -9.24765 -4.96851 -2.72543
H -9.81732 -3.57656 -1.79932
H -8.81510 -5.15622 -0.22467
H -7.75051 -3.74468 -0.33171
Cl -11.01141 -6.82874 -2.95669
C -10.07984 -8.01062 -2.00462
C -10.59116 -8.12925 -0.58314
Cl -10.27679 -6.65990 0.37984
H -9.02822 -7.71668 -2.03069
H -10.17679 -8.97206 -2.51301
H -10.08407 -8.95109 -0.07427
H -11.66482 -8.32390 -0.56007
Cl -1.11004 -0.26888 0.93276
C 0.21830 -0.88956 1.94301
C -0.28401 -1.50965 3.23161
Cl -0.96660 -0.29428 4.34207
H 0.91082 -0.06751 2.13526
H 0.74188 -1.64241 1.34991
H 0.54281 -1.98974 3.75858
H -1.05134 -2.26267 3.04209
Cl 2.54986 5.10768 2.73060
C 2.29091 3.51518 3.48537
C 3.14878 3.31856 4.71918
Cl 4.88120 3.18574 4.32166
H 2.48676 2.74845 2.73424
H 1.23447 3.46220 3.75788
H 2.86813 2.39056 5.22096
H 3.02743 4.13985 5.42796
Cl -6.87590 -5.52646 2.09741
C -7.82974 -6.62616 3.12282
C -7.05693 -7.08630 4.34275
Cl -5.70630 -8.16629 3.91472
H -8.15040 -7.46963 2.50880
H -8.71978 -6.07555 3.43477
H -7.71446 -7.65066 5.00665
H -6.65026 -6.24191 4.90206
*
```

***

Electronic energy (a.u.)
-3608.31633; -1341.76060; -7871.19030